Entry from the Open Molecules 2025 dataset: a structure of composition C3H5FeO3 (ωB97M-V/def2-TZVPD).

Each line ends with the Mulliken charge.
Positions of all 12 atoms, in Å:
H  0.606  0.478  -2.593  0.339
O  -1.118  -0.612  0.150  -0.480
C  -0.467  -0.382  1.217  0.922
C  -0.043  0.062  -1.217  -0.685
O  -0.808  -0.694  2.375  -0.585
O  0.751  0.108  1.039  -0.262
C  0.923  0.740  -0.245  -0.228
Fe  -2.008  -1.922  3.052  0.575
H  -0.822  0.744  -1.575  0.415
H  0.322  -0.913  -1.557  0.390
H  0.695  1.804  -0.122  0.295
H  1.969  0.586  -0.524  0.304

Values from the calculation:
- Orbital gap (spin up / spin down): 8.16 / 7.80 eV
- Maximum force: 1.91 eV/Å
- LUMO (spin up / spin down): -3.4 / -7.1 eV
- Spin multiplicity: 7
- HOMO energy (spin up / spin down): -0.424 / -0.549 Ha
- Total energy: -1606.2665 Ha
- Net charge: +1
- Energy above the lowest of the compared OMol25 structures with the same formula, charge and spin: 0.5107 eV

=====

Entry from the Open Molecules 2025 dataset: a structure of composition C3H5FeO4 (ωB97M-V/def2-TZVPD).

Each line ends with the Mulliken charge.
Positions of all 13 atoms, in Å:
O  1.101  0.753  -0.599  -0.609
C  1.598  -0.358  -0.251  0.814
C  -0.856  0.579  0.013  -0.137
O  2.800  -0.593  -0.022  -0.583
O  0.713  -1.207  0.305  -0.330
C  -0.647  -0.933  -0.046  -0.328
Fe  4.507  0.357  0.030  0.553
H  -1.064  0.998  -0.982  0.294
H  -0.557  0.994  0.986  0.278
H  -0.827  -1.312  -1.060  0.219
H  -1.275  -1.449  0.688  0.281
O  -2.621  0.623  0.504  -0.697
H  -2.872  1.547  0.435  0.245

Values from the calculation:
- Orbital gap (spin up / spin down): 8.50 / 7.05 eV
- Maximum force: 5.56 eV/Å
- LUMO (spin up / spin down): -0.3 / -2.1 eV
- Spin multiplicity: 6
- HOMO energy (spin up / spin down): -0.323 / -0.335 Ha
- Total energy: -1681.8238 Ha
- Energy above the lowest of the compared OMol25 structures with the same formula, charge and spin: 2.2529 eV

=====

Entry from the Open Molecules 2025 dataset: a structure of composition C3H5HgO (ωB97M-V/def2-TZVPD).

Each line ends with the Mulliken charge.
Positions of all 10 atoms, in Å:
H  0.143  1.265  0.682  0.431
C  0.396  0.186  0.650  -0.936
C  1.077  -0.659  -0.433  -0.664
H  1.205  0.330  1.402  0.327
H  0.854  -0.302  -1.453  0.228
H  2.185  -0.675  -0.365  0.302
H  0.786  -1.724  -0.410  0.248
O  -1.962  1.313  -1.314  -0.157
Hg  -1.972  -0.586  1.809  0.081
C  -2.713  0.853  -0.567  0.139

Values from the calculation:
- Orbital gap (spin up / spin down): 8.10 / 8.42 eV
- Maximum force: 3.63 eV/Å
- LUMO (spin up / spin down): 0.4 / -0.7 eV
- Spin multiplicity: 2
- HOMO energy (spin up / spin down): -0.284 / -0.335 Ha
- Total energy: -345.8595 Ha
- Energy above the lowest of the compared OMol25 structures with the same formula, charge and spin: 0.0000 eV

=====

The highest maximum force belongs to which entry?
C3H5FeO4

=====

Which value of total energy does entry 3 give?
-345.8595 Ha

=====

Copy entry 2 word for word.
Entry from the Open Molecules 2025 dataset: a structure of composition C3H5FeO4 (ωB97M-V/def2-TZVPD).

Each line ends with the Mulliken charge.
Positions of all 13 atoms, in Å:
O  1.101  0.753  -0.599  -0.609
C  1.598  -0.358  -0.251  0.814
C  -0.856  0.579  0.013  -0.137
O  2.800  -0.593  -0.022  -0.583
O  0.713  -1.207  0.305  -0.330
C  -0.647  -0.933  -0.046  -0.328
Fe  4.507  0.357  0.030  0.553
H  -1.064  0.998  -0.982  0.294
H  -0.557  0.994  0.986  0.278
H  -0.827  -1.312  -1.060  0.219
H  -1.275  -1.449  0.688  0.281
O  -2.621  0.623  0.504  -0.697
H  -2.872  1.547  0.435  0.245

Values from the calculation:
- Orbital gap (spin up / spin down): 8.50 / 7.05 eV
- Maximum force: 5.56 eV/Å
- LUMO (spin up / spin down): -0.3 / -2.1 eV
- Spin multiplicity: 6
- HOMO energy (spin up / spin down): -0.323 / -0.335 Ha
- Total energy: -1681.8238 Ha
- Energy above the lowest of the compared OMol25 structures with the same formula, charge and spin: 2.2529 eV